(1)
DFT (the ωB97M-V functional and the def2-TZVPD basis) results for a molecular structure, C25H22I2N4O6RuSi at a distorted geometry.

Geometry (Å):
Ru (0.366, 0.162, -0.129)
I (-2.543, 2.525, -3.486)
C (-2.402, 2.940, -1.433)
C (-3.069, 3.999, -0.850)
C (-2.923, 4.228, 0.506)
I (-4.073, 5.786, 1.362)
C (-2.041, 3.476, 1.306)
C (-1.778, 3.672, 2.676)
C (-0.820, 2.882, 3.304)
C (-0.148, 1.907, 2.592)
N (-0.403, 1.672, 1.303)
C (-1.337, 2.422, 0.664)
C (-1.569, 2.088, -0.701)
O (-1.005, 1.050, -1.238)
H (-3.705, 4.637, -1.444)
H (-2.318, 4.425, 3.228)
H (-0.602, 3.034, 4.351)
H (0.616, 1.289, 3.046)
O (-1.297, -3.656, 0.776)
C (-1.149, -2.536, 0.402)
O (-1.229, -1.386, 0.771)
C (-0.697, -2.524, -1.418)
O (-1.324, -3.370, -1.977)
O (0.135, -1.664, -1.612)
C (4.332, -1.893, 0.900)
Si (3.232, -0.488, 1.604)
C (3.970, 1.221, 1.126)
C (3.240, -0.599, 3.527)
O (1.764, -0.591, 1.005)
H (5.360, -1.798, 1.234)
H (4.331, -1.861, -0.185)
H (3.968, -2.868, 1.208)
H (4.942, 1.398, 1.576)
H (3.300, 2.020, 1.436)
H (4.070, 1.288, 0.047)
H (4.259, -0.694, 3.892)
H (2.678, -1.457, 3.885)
H (2.815, 0.291, 3.984)
C (1.366, 2.986, -2.948)
C (1.467, 2.554, -1.637)
N (1.836, 1.301, -1.332)
C (2.212, 0.482, -2.307)
C (2.169, 0.834, -3.663)
C (1.670, 2.108, -3.971)
C (2.552, -0.077, -4.711)
C (3.628, -0.905, -4.745)
C (4.750, -0.963, -3.862)
C (5.869, -1.755, -4.209)
C (6.973, -1.695, -3.399)
N (7.008, -0.956, -2.284)
C (5.900, -0.281, -2.017)
N (4.804, -0.225, -2.731)
H (1.038, 3.991, -3.169)
H (1.245, 3.215, -0.806)
H (2.549, -0.500, -2.007)
H (1.544, 2.407, -5.001)
H (1.918, -0.058, -5.590)
H (3.724, -1.541, -5.618)
H (5.863, -2.366, -5.099)
H (7.882, -2.241, -3.626)
H (5.906, 0.298, -1.101)

The charge is -1. Its electronic energy is -71191.695 eV. For the HOMO energy (alpha / beta), the calculation gives -4.0 / -4.1 eV. As for the orbital gap (alpha / beta): 5.4 / 5.5 eV. The multiplicity is 2.


(2)
DFT (the ωB97M-V functional and the def2-TZVPD basis) results for a molecular structure, C25H22N9OSV at a distorted geometry.

Geometry (Å):
V (-0.273, -0.151, 0.702)
N (-0.815, 4.166, 1.566)
C (-0.580, 2.806, 1.410)
S (-1.955, 1.813, 1.112)
N (0.657, 2.441, 1.570)
N (0.937, 1.087, 1.469)
C (2.205, 0.819, 1.645)
C (2.848, -0.458, 1.545)
C (4.231, -0.517, 1.778)
C (4.954, -1.684, 1.671)
C (4.287, -2.862, 1.318)
C (2.931, -2.848, 1.086)
C (2.159, -1.663, 1.177)
O (0.898, -1.692, 0.911)
H (-1.618, 4.491, 1.056)
H (0.008, 4.739, 1.455)
H (2.841, 1.673, 1.880)
H (4.744, 0.403, 2.045)
H (6.022, -1.690, 1.850)
H (4.842, -3.789, 1.228)
H (2.414, -3.760, 0.808)
C (-2.461, -0.486, -1.554)
N (-1.607, -1.388, -0.794)
C (-0.904, -2.409, -1.562)
C (0.506, -2.052, -1.939)
N (1.119, -0.941, -1.694)
C (2.432, -1.140, -2.079)
C (3.536, -0.300, -1.979)
C (4.759, -0.790, -2.398)
C (4.895, -2.081, -2.918)
C (3.807, -2.930, -3.034)
C (2.585, -2.438, -2.601)
N (1.330, -3.001, -2.502)
C (-1.759, 0.765, -1.985)
N (-0.640, 1.205, -1.508)
C (-0.486, 2.479, -2.013)
C (0.518, 3.415, -1.791)
C (0.390, 4.650, -2.403)
C (-0.704, 4.959, -3.217)
C (-1.714, 4.038, -3.448)
C (-1.584, 2.802, -2.833)
N (-2.379, 1.677, -2.809)
H (-2.896, -0.983, -2.435)
H (-3.280, -0.168, -0.903)
H (-2.126, -1.813, -0.033)
H (-0.835, -3.310, -0.948)
H (-1.463, -2.668, -2.473)
H (3.431, 0.690, -1.555)
H (5.643, -0.171, -2.305)
H (5.873, -2.433, -3.222)
H (3.911, -3.934, -3.427)
H (1.089, -3.953, -2.704)
H (1.343, 3.182, -1.131)
H (1.150, 5.406, -2.242)
H (-0.772, 5.941, -3.669)
H (-2.570, 4.282, -4.065)
H (-3.299, 1.590, -3.199)
N (-2.050, -1.602, 2.789)
C (-1.326, -0.949, 2.151)

The charge is -1. Its electronic energy is -78267.328 eV. For the HOMO energy (alpha / beta), the calculation gives -2.7 / -3.9 eV. As for the orbital gap (alpha / beta): 5.1 / 6.3 eV. The multiplicity is 4.


(3)
DFT (the ωB97M-V functional and the def2-TZVPD basis) results for a molecular structure, C25H23AsN3OS5Sc at a distorted geometry.

Geometry (Å):
Sc (-0.136, 0.076, 0.060)
C (-2.880, -0.262, 5.130)
C (-1.546, -0.194, 5.519)
C (-0.533, -0.137, 4.575)
C (-0.850, -0.146, 3.217)
C (-2.187, -0.196, 2.828)
C (-3.194, -0.261, 3.779)
N (0.147, -0.075, 2.203)
N (1.360, -0.082, 2.663)
C (2.343, -0.007, 1.710)
C (3.672, -0.042, 2.154)
C (4.688, 0.003, 1.235)
C (4.377, 0.084, -0.127)
C (3.057, 0.120, -0.497)
N (2.043, 0.090, 0.391)
H (-3.666, -0.320, 5.874)
H (-1.292, -0.192, 6.573)
H (0.504, -0.088, 4.873)
H (-2.450, -0.201, 1.784)
H (-4.228, -0.312, 3.457)
H (3.849, -0.114, 3.219)
H (5.721, -0.029, 1.561)
H (5.147, 0.111, -0.887)
H (2.760, 0.169, -1.532)
S (-0.317, -2.900, -3.653)
As (-1.106, -1.348, -2.447)
S (0.257, 0.392, -2.411)
S (-1.356, -1.994, -0.353)
S (-2.941, -0.867, -3.360)
O (-1.125, 1.814, 0.095)
S (-1.230, 2.956, -0.943)
C (-2.694, 2.554, -1.902)
C (-2.900, 3.577, -2.992)
C (-1.963, 3.712, -4.017)
C (-2.161, 4.646, -5.026)
C (-3.298, 5.444, -5.028)
C (-4.243, 5.299, -4.020)
C (-4.042, 4.371, -3.006)
C (-1.864, 4.345, 0.048)
C (-2.830, 3.952, 1.126)
C (-2.355, 3.444, 2.333)
C (-3.237, 3.040, 3.322)
C (-4.607, 3.157, 3.120)
C (-5.089, 3.674, 1.925)
C (-4.202, 4.068, 0.932)
H (-3.524, 2.497, -1.194)
H (-2.503, 1.553, -2.301)
H (-1.094, 3.061, -4.038)
H (-1.431, 4.739, -5.821)
H (-3.453, 6.168, -5.818)
H (-5.141, 5.905, -4.026)
H (-4.790, 4.249, -2.229)
H (-2.293, 5.027, -0.688)
H (-0.964, 4.803, 0.459)
H (-1.285, 3.336, 2.486)
H (-2.855, 2.616, 4.244)
H (-5.299, 2.841, 3.894)
H (-6.156, 3.771, 1.764)
H (-4.580, 4.483, 0.002)

Its electronic energy is -168535.085 eV. For the HOMO energy (alpha / beta), the calculation gives -8.4 / -6.8 eV. As for the orbital gap (alpha / beta): 7.5 / 4.5 eV. The multiplicity is 1.


(4)
DFT (the ωB97M-V functional and the def2-TZVPD basis) results for a molecular structure, C25H23BCo2NO9 at a distorted geometry.

Geometry (Å):
C (5.158, -4.997, 0.584)
C (4.878, -3.980, -0.410)
C (5.672, -3.494, -1.419)
C (4.905, -2.479, -2.062)
C (3.726, -2.308, -1.351)
B (2.822, -0.957, -1.234)
O (1.451, -1.121, -0.824)
C (1.387, -1.307, 0.619)
C (2.600, -0.677, 1.294)
N (3.396, -0.066, 0.191)
C (4.872, 0.022, 0.427)
C (2.871, 1.260, -0.304)
C (3.386, 1.289, -1.753)
O (3.140, -0.031, -2.291)
O (3.713, -3.262, -0.354)
H (6.208, -5.269, 0.394)
H (5.017, -4.581, 1.595)
H (4.511, -5.869, 0.419)
H (6.683, -3.814, -1.669)
H (5.220, -1.902, -2.928)
H (0.436, -0.864, 0.948)
H (1.314, -2.385, 0.808)
H (2.272, 0.043, 2.048)
H (3.240, -1.394, 1.809)
H (5.100, 0.885, 1.078)
H (5.278, -0.881, 0.916)
H (5.401, 0.180, -0.528)
H (1.772, 1.235, -0.253)
H (3.210, 2.090, 0.320)
H (2.843, 2.004, -2.393)
H (4.466, 1.562, -1.768)
O (-4.835, 0.395, -3.068)
C (-4.271, -0.005, -2.132)
Co (-3.400, -0.318, -0.648)
C (-3.416, -2.074, -0.369)
O (-3.487, -3.212, -0.174)
C (-1.831, 0.324, -0.966)
O (-0.804, 0.854, -1.100)
C (-3.870, 1.221, 0.548)
C (-4.038, 2.530, -0.052)
C (-2.951, 3.381, -0.370)
C (-3.152, 4.548, -1.112)
C (-4.458, 4.930, -1.432)
C (-5.547, 4.160, -1.008)
C (-5.350, 2.965, -0.315)
C (-4.753, 0.277, 1.139)
C (-5.695, -0.684, 0.921)
Co (-3.365, 0.669, 2.192)
C (-1.682, 1.205, 2.176)
O (-0.554, 1.436, 2.325)
C (-3.523, -0.984, 2.751)
O (-3.733, -2.067, 3.105)
C (-3.931, 1.236, 3.785)
O (-4.362, 1.349, 4.856)
H (-1.945, 3.073, -0.086)
H (-2.293, 5.134, -1.457)
H (-4.627, 5.853, -1.993)
H (-6.561, 4.502, -1.215)
H (-6.200, 2.366, 0.033)
H (-6.108, -1.188, 1.798)
H (-6.206, -0.806, -0.041)

Its electronic energy is -122143.324 eV. For the HOMO energy (alpha / beta), the calculation gives -7.7 / -7.7 eV. As for the orbital gap (alpha / beta): 6.4 / 7.0 eV. The multiplicity is 2.


(5)
DFT (the ωB97M-V functional and the def2-TZVPD basis) results for a molecular structure, C25H23ClDyOP at a distorted geometry.

Geometry (Å):
C (-0.913, -1.519, 3.418)
C (-0.783, -2.161, 2.149)
C (0.613, -2.379, 1.925)
H (-1.591, -2.445, 1.500)
C (1.309, -1.861, 3.047)
C (0.368, -1.358, 3.987)
H (0.599, -0.868, 4.916)
H (-1.836, -1.162, 3.840)
H (1.058, -2.853, 1.068)
H (2.380, -1.810, 3.149)
Dy (0.213, -0.226, 1.986)
Cl (2.134, 1.145, 2.136)
P (0.224, 0.087, -0.274)
C (1.460, -0.954, -1.148)
C (1.161, -1.660, -2.313)
H (0.161, -1.637, -2.720)
C (2.144, -2.397, -2.958)
H (1.897, -2.944, -3.858)
C (3.436, -2.430, -2.454)
H (4.201, -3.005, -2.959)
C (3.742, -1.717, -1.303)
H (4.750, -1.728, -0.909)
C (2.763, -0.985, -0.651)
H (3.006, -0.423, 0.239)
C (-1.379, -0.381, -1.015)
C (-1.839, -1.695, -0.929)
H (-1.206, -2.465, -0.510)
C (-3.098, -2.031, -1.399)
H (-3.439, -3.056, -1.339)
C (-3.920, -1.053, -1.947)
H (-4.906, -1.314, -2.309)
C (-3.473, 0.257, -2.023)
H (-4.109, 1.024, -2.443)
C (-2.209, 0.594, -1.562)
H (-1.869, 1.617, -1.620)
C (0.549, 1.754, -0.968)
C (1.059, 1.874, -2.261)
H (1.305, 0.992, -2.834)
C (1.262, 3.125, -2.819)
H (1.661, 3.207, -3.821)
C (0.965, 4.269, -2.089)
H (1.128, 5.247, -2.524)
C (0.462, 4.152, -0.802)
H (0.234, 5.038, -0.225)
C (0.255, 2.901, -0.239)
H (-0.134, 2.817, 0.761)
C (-1.560, 1.676, 4.285)
C (-1.398, 1.414, 2.817)
O (-2.046, 2.069, 2.017)
H (-0.583, 1.993, 4.703)
H (-1.906, 0.777, 4.827)
H (-2.301, 2.486, 4.457)

Its electronic energy is -74235.628 eV. For the HOMO energy (alpha / beta), the calculation gives -6.9 / -7.0 eV. As for the orbital gap (alpha / beta): 7.0 / 7.1 eV. The multiplicity is 6.


(6)
DFT (the ωB97M-V functional and the def2-TZVPD basis) results for a molecular structure, C25H23ClN2O5RuS5 at a distorted geometry.

Geometry (Å):
Ru (0.293, -0.576, 0.923)
C (-2.446, 1.110, 3.752)
C (-1.505, 1.210, 2.573)
O (-1.580, 0.295, 1.693)
C (-0.669, 2.319, 2.468)
C (0.240, 2.525, 1.415)
C (0.912, 3.860, 1.258)
N (0.502, 1.589, 0.527)
N (1.249, 1.931, -0.551)
C (1.627, 0.906, -1.262)
O (1.447, -0.319, -0.949)
C (2.309, 1.213, -2.549)
C (2.841, 2.469, -2.829)
C (3.401, 2.721, -4.072)
C (3.437, 1.727, -5.041)
C (2.949, 0.461, -4.750)
C (2.394, 0.204, -3.506)
H (-2.555, 0.064, 4.036)
H (-3.432, 1.483, 3.462)
H (-2.088, 1.685, 4.604)
H (-0.759, 3.096, 3.215)
H (0.847, 4.430, 2.183)
H (0.426, 4.418, 0.454)
H (1.954, 3.724, 0.981)
H (2.808, 3.235, -2.067)
H (3.818, 3.697, -4.288)
H (3.844, 1.942, -6.022)
H (3.007, -0.325, -5.492)
H (2.008, -0.773, -3.248)
C (-1.790, -5.592, 3.866)
C (-0.318, -5.519, 3.584)
C (0.609, -5.504, 4.617)
C (1.964, -5.430, 4.343)
Cl (3.099, -5.353, 5.659)
C (2.432, -5.390, 3.043)
C (1.510, -5.393, 2.010)
C (0.151, -5.435, 2.273)
O (-0.709, -5.504, 1.193)
C (-1.527, -4.390, 0.782)
C (-0.930, -2.977, 0.896)
O (-0.612, -2.525, 2.018)
O (-0.800, -2.325, -0.168)
H (-1.975, -5.923, 4.887)
H (-2.277, -6.281, 3.175)
H (-2.242, -4.605, 3.740)
H (0.270, -5.529, 5.645)
H (3.491, -5.330, 2.840)
H (1.835, -5.339, 0.979)
H (-2.477, -4.402, 1.327)
H (-1.720, -4.573, -0.272)
C (4.415, 1.516, 2.675)
S (3.145, 2.194, 3.774)
C (2.067, 0.883, 4.240)
C (1.677, -0.260, 3.617)
S (2.357, -0.998, 2.197)
S (0.512, -1.228, 4.547)
C (0.385, -0.215, 5.933)
S (-0.563, -0.540, 7.233)
S (1.364, 1.210, 5.810)
H (5.146, 2.318, 2.571)
H (3.989, 1.263, 1.712)
H (4.871, 0.645, 3.137)

The charge is -1. Its electronic energy is -108798.055 eV. For the HOMO energy (alpha / beta), the calculation gives -4.6 / -4.6 eV. As for the orbital gap (alpha / beta): 6.3 / 6.7 eV. The multiplicity is 2.


(7)
DFT (the ωB97M-V functional and the def2-TZVPD basis) results for a molecular structure, C25H23CuHgN4O9 at a distorted geometry.

Geometry (Å):
Hg (-2.548, -1.214, -3.912)
Cu (-5.304, -1.162, -0.976)
C (-2.287, -0.392, -0.547)
O (-3.067, -0.897, -1.621)
H (-1.856, -1.100, 0.161)
H (-1.330, 0.058, -0.809)
H (-2.711, 0.477, -0.044)
C (-0.145, -4.358, 2.888)
C (-0.360, -3.109, 2.426)
C (0.641, -2.140, 2.421)
C (2.001, -2.438, 2.788)
C (2.215, -3.646, 3.285)
C (1.153, -4.649, 3.270)
N (3.007, -1.442, 2.736)
O (2.851, -0.402, 1.973)
O (4.143, -1.750, 3.200)
H (-1.034, -4.969, 2.834)
H (-1.361, -2.924, 2.065)
H (0.382, -1.188, 1.981)
H (3.127, -4.032, 3.716)
H (1.298, -5.678, 3.565)
C (0.965, 2.854, -0.011)
C (0.554, 1.746, 0.735)
C (-0.335, 1.947, 1.844)
C (-0.530, 3.231, 2.333)
C (-0.013, 4.317, 1.640)
C (0.751, 4.143, 0.500)
N (-0.972, 3.430, 3.714)
O (-0.794, 4.584, 4.168)
O (-1.518, 2.475, 4.247)
H (1.704, 2.626, -0.765)
H (0.619, 0.688, 0.524)
H (-0.694, 1.092, 2.398)
H (-0.155, 5.354, 1.905)
H (1.039, 5.006, -0.081)
C (-2.245, 5.312, -2.599)
C (-2.934, 4.115, -2.469)
C (-2.252, 2.972, -2.683)
C (-0.885, 2.933, -2.934)
C (-0.162, 4.122, -2.848)
C (-0.879, 5.286, -2.755)
N (-0.223, 1.649, -3.235)
O (-0.869, 0.650, -3.418)
O (1.013, 1.639, -3.346)
H (-2.641, 6.280, -2.331)
H (-3.955, 4.161, -2.120)
H (-2.817, 2.055, -2.605)
H (0.909, 4.027, -2.957)
H (-0.406, 6.253, -2.841)
C (3.213, -3.412, -0.656)
C (2.445, -4.422, -0.231)
C (1.151, -4.492, -0.635)
C (0.493, -3.452, -1.399)
C (1.250, -2.322, -1.594)
C (2.645, -2.255, -1.336)
N (-0.919, -3.608, -1.840)
O (-1.750, -4.116, -1.082)
O (-1.294, -3.068, -2.886)
H (4.214, -3.409, -0.250)
H (2.862, -5.283, 0.272)
H (0.600, -5.334, -0.241)
H (0.819, -1.495, -2.139)
H (3.182, -1.319, -1.389)

The charge is +2. Its electronic energy is -99465.481 eV. For the HOMO energy, the calculation gives -13.9 eV. As for the orbital gap: 2.9 eV. The multiplicity is 1.


(8)
DFT (the ωB97M-V functional and the def2-TZVPD basis) results for a molecular structure, C25H23F12N6O4PRbS3Sb at a distorted geometry.

Geometry (Å):
Rb (-0.083, 0.565, -0.709)
C (-2.817, 0.327, 5.818)
C (-1.806, 1.396, 5.496)
C (-1.771, 2.519, 6.324)
C (-0.850, 3.539, 6.147)
C (0.072, 3.445, 5.117)
C (0.035, 2.347, 4.276)
C (-0.888, 1.309, 4.434)
P (-0.626, -0.017, 3.159)
C (-2.287, -0.807, 3.001)
C (-2.425, -2.181, 3.195)
C (-3.653, -2.804, 3.038)
C (-4.763, -2.058, 2.667)
C (-4.628, -0.696, 2.443)
C (-3.403, -0.053, 2.603)
C (-3.306, 1.432, 2.395)
C (0.337, -1.226, 4.110)
C (0.417, -1.213, 5.499)
C (1.231, -2.083, 6.208)
C (2.045, -2.978, 5.485)
C (2.016, -3.015, 4.122)
C (1.134, -2.175, 3.339)
C (1.072, -2.293, 1.974)
H (-3.131, 0.413, 6.861)
H (-2.405, -0.666, 5.660)
H (-3.706, 0.416, 5.189)
H (-2.477, 2.579, 7.146)
H (-0.852, 4.392, 6.815)
H (0.817, 4.221, 4.978)
H (0.741, 2.273, 3.457)
H (-1.551, -2.756, 3.477)
H (-3.745, -3.872, 3.199)
H (-5.728, -2.536, 2.540)
H (-5.485, -0.109, 2.129)
H (-4.152, 1.806, 1.821)
H (-2.396, 1.684, 1.852)
H (-3.261, 1.963, 3.351)
H (-0.157, -0.487, 6.064)
H (1.254, -2.056, 7.292)
H (2.714, -3.637, 6.032)
H (2.662, -3.699, 3.580)
H (1.708, -2.985, 1.439)
H (0.384, -1.708, 1.380)
S (0.197, 3.114, -3.907)
C (1.247, 3.129, -2.800)
N (3.590, 3.034, -0.569)
N (2.553, 3.394, 0.258)
N (2.636, 4.391, 1.115)
C (1.418, 4.381, 1.641)
N (0.637, 3.434, 1.100)
N (1.378, 2.817, 0.228)
H (4.217, 2.414, -0.072)
H (3.177, 2.539, -1.354)
H (1.095, 5.056, 2.414)
F (0.743, -1.688, -1.625)
Sb (2.465, -1.302, -2.356)
F (3.360, -1.952, -0.822)
F (2.377, 0.425, -1.486)
F (4.165, -0.789, -3.052)
F (1.689, -0.634, -3.948)
F (2.548, -3.041, -3.104)
F (-3.480, -1.153, -2.663)
C (-3.922, -0.061, -2.025)
F (-4.089, -0.365, -0.743)
F (-5.105, 0.268, -2.550)
S (-2.651, 1.320, -2.220)
O (-2.234, 1.608, -0.875)
O (-1.675, 0.738, -3.088)
N (-3.420, 2.521, -2.895)
S (-4.224, 3.436, -1.861)
O (-4.920, 2.688, -0.855)
O (-4.959, 4.444, -2.564)
C (-2.914, 4.442, -0.933)
F (-2.866, 4.132, 0.353)
F (-1.698, 4.313, -1.474)
F (-3.248, 5.744, -1.022)

The charge is -2. Its electronic energy is -125028.895 eV. For the HOMO energy, the calculation gives -0.5 eV. As for the orbital gap: 4.2 eV. The multiplicity is 1.


- Which value of electronic energy does entry 7 give?
  -99465.481 eV


- electronic energy of number 7 (C25H23CuHgN4O9)?
  -99465.481 eV